Entry 1:
206
Properties=species:S:1:pos:R:3:lowdin_charge:R:1 method="wB97M-V/def2-TZVPD" energy_ha=-5244.7673 charge=0 orbital_gap_ev=7.358
C -27.167 2.688 -18.218 -0.073
C -26.179 3.787 -18.238 -0.274
N -26.150 4.578 -16.987 -0.119
C -24.884 5.354 -16.825 -0.253
C -23.679 4.480 -17.046 -0.094
C -27.258 5.503 -16.993 -0.271
C -27.303 6.233 -15.669 -0.073
H -27.157 2.028 -17.303 0.079
H -26.919 1.946 -19.002 0.068
H -28.207 3.087 -18.255 0.061
H -25.202 3.427 -18.348 0.047
H -26.363 4.363 -19.154 0.117
H -24.738 6.187 -17.581 0.122
H -24.846 5.872 -15.834 0.077
H -23.706 4.229 -18.122 0.069
H -22.709 4.956 -16.875 0.073
H -23.785 3.571 -16.434 0.075
H -28.190 4.970 -17.238 0.081
H -27.199 6.219 -17.860 0.115
H -26.478 6.996 -15.648 0.044
H -27.149 5.504 -14.861 0.083
H -28.210 6.868 -15.549 0.077
C -30.930 3.462 -20.056 -0.094
C -29.975 4.607 -20.021 -0.278
N -30.567 5.945 -20.256 -0.168
C -29.518 6.996 -20.074 -0.250
C -30.053 8.430 -19.983 -0.080
C -31.312 6.048 -21.538 -0.244
C -30.453 6.053 -22.792 -0.081
H -31.851 3.594 -19.545 0.070
H -30.339 2.580 -19.835 0.072
H -31.233 3.217 -21.057 0.064
H -29.449 4.620 -19.068 0.066
H -29.200 4.400 -20.776 0.114
H -29.041 6.705 -19.103 0.099
H -28.695 6.944 -20.838 0.104
H -30.657 8.489 -19.039 0.082
H -29.146 9.098 -19.969 0.073
H -30.657 8.838 -20.796 0.062
H -31.927 6.914 -21.478 0.095
H -32.058 5.261 -21.484 0.098
H -31.131 5.883 -23.659 0.084
H -29.560 5.332 -22.867 0.098
H -30.106 7.063 -22.904 0.047
C -22.551 5.531 -9.420 -0.083
C -22.699 4.570 -10.587 -0.277
N -22.167 5.023 -11.847 -0.198
C -20.746 4.959 -11.786 -0.268
C -19.988 5.654 -12.955 -0.079
C -22.764 4.263 -12.947 -0.234
C -24.197 4.779 -13.265 -0.046
H -22.856 6.547 -9.615 0.073
H -21.528 5.687 -9.101 0.059
H -23.065 5.205 -8.551 0.060
H -22.203 3.583 -10.272 0.131
H -23.735 4.235 -10.709 0.101
H -20.375 5.451 -10.882 0.103
H -20.475 3.837 -11.700 0.138
H -20.100 5.180 -13.987 0.066
H -20.234 6.680 -13.116 0.050
H -18.912 5.591 -12.694 0.073
H -22.786 3.216 -12.703 0.089
H -22.200 4.294 -13.835 0.080
H -24.497 4.359 -14.200 0.044
H -24.164 5.878 -13.362 0.066
H -24.822 4.412 -12.447 0.059
C -24.115 10.783 -18.503 -0.035
C -24.589 9.546 -18.020 -0.095
C -25.861 9.350 -17.514 -0.005
C -26.681 10.462 -17.542 -0.149
C -26.327 11.654 -18.112 -0.016
C -25.049 11.840 -18.599 -0.044
N -28.012 10.471 -16.883 -0.335
O -28.726 11.440 -16.948 0.092
O -28.289 9.455 -16.265 0.060
H -23.125 10.864 -18.872 0.102
H -23.896 8.657 -18.040 0.113
H -26.215 8.438 -17.059 0.093
H -27.036 12.461 -18.156 0.120
H -24.757 12.760 -19.060 0.104
C -25.145 7.463 -20.770 -0.044
C -25.119 6.243 -21.483 -0.058
C -25.867 6.127 -22.624 0.011
C -26.547 7.277 -23.143 -0.146
C -26.631 8.447 -22.389 -0.009
C -25.940 8.556 -21.181 -0.047
N -27.241 7.241 -24.410 -0.359
O -27.230 6.201 -25.002 0.097
O -27.734 8.317 -24.783 0.048
H -24.540 7.600 -19.848 0.076
H -24.634 5.383 -21.032 0.092
H -25.860 5.244 -23.180 0.095
H -27.291 9.214 -22.802 0.122
H -26.157 9.354 -20.510 0.082
C -22.054 1.285 -15.680 -0.060
C -22.368 1.351 -17.019 -0.074
C -23.463 0.664 -17.560 0.020
C -24.239 -0.132 -16.726 -0.132
C -23.920 -0.215 -15.382 -0.008
C -22.850 0.479 -14.863 -0.064
N -25.510 -0.597 -17.288 -0.298
O -25.627 -0.886 -18.490 0.066
O -26.455 -0.582 -16.511 0.071
H -21.262 1.831 -15.197 0.104
H -21.907 2.098 -17.647 0.075
H -23.711 0.911 -18.562 0.105
H -24.613 -0.800 -14.714 0.128
H -22.598 0.319 -13.823 0.106
C -31.046 -0.510 -18.245 -0.083
C -29.738 -0.691 -17.891 -0.047
C -28.876 -1.267 -18.819 -0.012
C -29.366 -1.482 -20.065 -0.104
C -30.703 -1.368 -20.425 -0.011
C -31.546 -0.844 -19.478 -0.074
N -28.347 -2.058 -21.122 -0.366
O -27.412 -2.687 -20.722 0.084
O -28.677 -1.985 -22.254 0.073
H -31.707 -0.090 -17.520 0.106
H -29.466 -0.474 -16.859 0.087
H -27.831 -1.444 -18.508 0.096
H -31.054 -1.553 -21.405 0.107
H -32.569 -0.743 -19.704 0.098
C -31.283 5.994 -16.771 -0.047
C -31.498 6.893 -15.686 -0.049
C -31.020 6.656 -14.433 0.006
C -30.211 5.506 -14.255 -0.176
C -30.144 4.564 -15.223 -0.009
C -30.758 4.798 -16.443 -0.085
N -29.654 5.191 -12.957 -0.312
O -30.047 5.805 -11.952 0.066
O -28.710 4.424 -13.048 0.057
H -31.661 6.112 -17.780 0.102
H -32.030 7.790 -15.907 0.101
H -31.243 7.294 -13.590 0.116
H -29.611 3.673 -15.011 0.097
H -30.833 4.037 -17.206 0.102
C -25.096 -0.035 -11.734 -0.083
C -25.837 -1.171 -12.072 -0.053
C -26.898 -1.018 -12.954 -0.027
C -27.182 0.188 -13.485 -0.142
C -26.419 1.314 -13.195 0.017
C -25.377 1.218 -12.275 -0.056
N -28.412 0.379 -14.342 -0.318
O -28.502 1.461 -14.895 0.059
O -29.239 -0.510 -14.452 0.077
H -24.364 -0.100 -10.951 0.102
H -25.525 -2.100 -11.626 0.108
H -27.472 -1.868 -13.128 0.107
H -26.657 2.295 -13.565 0.111
H -24.628 1.966 -11.992 0.094
C -27.339 8.292 -11.843 -0.041
C -27.484 9.142 -12.911 -0.075
C -28.538 10.079 -12.994 0.007
C -29.611 9.967 -12.095 -0.147
C -29.513 9.033 -11.091 -0.048
C -28.408 8.209 -10.861 -0.032
N -30.780 10.900 -12.128 -0.307
O -30.971 11.472 -13.206 0.062
O -31.596 10.962 -11.172 0.043
H -26.495 7.724 -11.721 0.072
H -26.702 9.108 -13.735 0.093
H -28.481 10.845 -13.746 0.102
H -30.422 8.889 -10.480 0.128
H -28.451 7.627 -9.955 0.104
C -22.108 12.207 -15.702 -0.072
C -21.361 11.067 -15.953 -0.056
C -21.840 9.846 -15.539 -0.019
C -23.131 9.794 -15.129 -0.154
C -23.937 10.884 -14.978 -0.004
C -23.373 12.128 -15.182 -0.045
N -23.660 8.412 -14.776 -0.321
O -24.767 8.415 -14.295 0.050
O -23.024 7.468 -15.103 0.089
H -21.692 13.086 -16.061 0.090
H -20.374 11.262 -16.415 0.125
H -21.294 8.893 -15.600 0.123
H -24.950 10.706 -14.716 0.109
H -23.915 13.016 -15.052 0.101
C -24.407 -0.853 -24.424 -0.093
C -23.328 0.004 -24.459 -0.073
C -23.285 0.960 -23.464 -0.025
C -24.328 1.079 -22.560 -0.114
C -25.496 0.300 -22.604 0.025
C -25.500 -0.739 -23.565 -0.040
N -24.290 2.212 -21.530 -0.334
O -25.218 2.330 -20.782 0.078
O -23.317 2.945 -21.620 0.048
H -24.437 -1.716 -25.151 0.127
H -22.588 -0.140 -25.250 0.116
H -22.515 1.734 -23.447 0.119
H -26.237 0.454 -21.885 0.091
H -26.392 -1.374 -23.643 0.104
C -19.014 3.737 -17.441 -0.083
C -18.736 4.973 -16.841 -0.074
C -19.355 6.116 -17.314 0.001
C -20.217 6.024 -18.424 -0.174
C -20.543 4.844 -18.964 0.002
C -19.961 3.622 -18.429 -0.064
N -20.863 7.259 -18.895 -0.345
O -20.370 8.274 -18.506 0.084
O -21.815 7.182 -19.669 0.063
H -18.521 2.782 -17.061 0.135
H -17.910 5.056 -16.147 0.109
H -19.115 7.100 -16.905 0.120
H -21.278 4.766 -19.805 0.137
H -20.179 2.710 -18.927 0.092

Entry 2:
72
Properties=species:S:1:pos:R:3:lowdin_charge:R:1 method="wB97M-V/def2-TZVPD" energy_ha=-6625.3809 de_lowest_kcal_mol=88.1 charge=+2 orbital_gap_ev=5.711
Zr -0.683 -0.832 0.581 1.153
S 0.648 -2.812 1.454 0.563
C 2.185 -1.972 1.424 -0.774
N 3.335 -2.528 1.914 0.128
N 3.249 -3.668 2.431 0.055
C 4.355 -4.341 3.018 -0.208
C 4.109 -5.607 3.528 -0.010
C 5.153 -6.295 4.126 -0.052
C 6.409 -5.710 4.202 -0.049
C 6.631 -4.439 3.682 -0.050
C 5.603 -3.736 3.081 -0.007
N 2.409 -0.743 1.014 0.045
N 1.368 -0.070 0.595 -0.229
C 1.613 1.318 0.403 -0.232
C 2.883 1.878 0.288 0.009
C 3.030 3.254 0.206 -0.055
C 1.921 4.091 0.279 -0.082
C 0.646 3.543 0.389 -0.044
C 0.513 2.166 0.418 -0.299
H 2.337 -4.138 2.465 0.098
H 3.122 -6.049 3.464 0.121
H 4.984 -7.282 4.532 0.117
H 7.222 -6.244 4.674 0.117
H 7.613 -3.991 3.749 0.116
H 5.755 -2.745 2.680 0.114
H 3.745 1.228 0.312 0.118
H 4.022 3.678 0.136 0.117
H 2.052 5.166 0.300 0.116
H -0.226 4.167 0.567 0.130
H -1.358 2.106 1.004 0.105
S -0.395 0.158 3.020 0.674
C -2.076 -0.106 2.802 -1.144
S -2.510 -1.687 2.234 0.619
C -3.004 0.921 2.878 -0.374
C -2.609 2.225 3.293 -0.248
N -2.249 3.298 3.512 0.180
C -4.281 0.774 2.278 -0.249
N -5.228 0.626 1.635 0.097
Cl -0.223 0.269 -2.241 0.599
C 1.030 -0.859 -2.880 -0.869
Cl 1.201 -2.240 -1.811 0.616
H 1.965 -0.314 -2.922 0.044
H 0.693 -1.188 -3.855 0.041
N -4.296 4.313 -3.662 -0.029
C -3.493 3.098 -3.721 -0.381
P -2.218 3.141 -2.325 0.881
O -2.758 4.510 -1.593 -0.364
O -0.731 1.559 0.501 -0.203
C -0.827 3.976 -3.305 -0.278
N -0.243 5.041 -2.422 0.138
H -5.268 4.125 -3.457 0.104
H -4.253 4.864 -4.507 0.102
H -3.500 4.853 -2.174 0.045
H -2.972 2.993 -4.674 0.090
H -4.107 2.207 -3.592 0.054
H -1.187 4.453 -4.215 0.098
H -0.027 3.279 -3.550 0.083
H -1.026 5.539 -1.971 0.141
H 0.344 5.702 -2.932 0.174
H 0.316 4.620 -1.665 0.109
Se -4.359 0.584 -0.924 1.242
N -5.046 -0.829 -1.645 -0.169
C -4.163 -1.827 -1.493 -0.346
C -4.329 -3.193 -1.826 0.058
C -3.277 -4.034 -1.586 -0.004
C -2.072 -3.543 -1.033 -0.085
N -1.886 -2.278 -0.721 -0.097
C -2.934 -1.432 -0.921 -0.542
N -2.789 -0.148 -0.559 -0.323
H -5.265 -3.549 -2.235 0.139
H -3.352 -5.088 -1.810 0.124
H -1.238 -4.208 -0.840 0.118

Entry 3:
20
Properties=species:S:1:pos:R:3:lowdin_charge:R:1 method="wB97M-V/def2-TZVPD" energy_ha=-497.6916 de_lowest_kcal_mol=22.5 charge=0 orbital_gap_ev=10.574 smiles="CCC(=O)O.O.O.O"
C 2.925 0.033 1.084 -0.116
C 2.142 0.367 -0.192 -0.134
C 0.611 0.249 0.039 -0.495
O -0.330 0.308 -0.740 -0.010
O 0.314 -0.142 1.280 0.001
H 2.500 -0.647 1.811 0.068
H 3.982 -0.034 0.840 0.069
H 2.989 0.940 1.720 0.079
H 2.453 -0.190 -1.084 0.114
H 2.463 1.388 -0.464 0.116
H -0.839 -0.319 1.209 0.076
O -2.134 -0.481 1.053 0.036
H -2.188 0.317 0.500 0.075
H -1.928 -1.268 0.510 0.062
O -2.089 1.971 -1.346 -0.080
H -2.025 2.628 -0.640 0.038
H -1.156 1.749 -1.528 0.018
O -2.519 -2.301 -1.020 -0.039
H -1.970 -2.814 -1.636 0.072
H -3.201 -1.753 -1.394 0.052

Entry 4:
9
Properties=species:S:1:pos:R:3:lowdin_charge:R:1 method="wB97M-V/def2-TZVPD" energy_ha=-308.2853 de_lowest_kcal_mol=124.0 charge=0 orbital_gap_ev=10.172 smiles="[O-][N+]1=CC1.F"
O -0.444 -2.446 0.141 0.048
N -0.671 -1.293 0.145 -0.296
C -1.217 -0.281 0.701 0.015
C -0.541 -0.005 -0.589 -0.070
H -2.153 -0.036 1.190 0.116
H -0.970 0.157 -1.573 0.083
H 0.431 0.657 -0.663 0.108
F 2.932 0.166 -0.063 -0.116
H 2.470 -0.516 -0.573 0.111

Entry 5:
105
Properties=species:S:1:pos:R:3:lowdin_charge:R:1 method="wB97M-V/def2-TZVPD" energy_ha=-2251.6282 de_lowest_kcal_mol=1.2 multiplicity=3 charge=-1 orbital_gap_ev="4.532 / 6.064"
Pd -0.405 0.162 -0.046 1.044
C 1.453 -3.223 1.914 -0.046
C 1.136 -2.256 0.943 -0.108
N 0.060 -1.525 1.024 -0.004
C -0.788 -1.650 2.089 -0.145
C -0.523 -2.579 3.119 -0.165
C 0.627 -3.382 2.980 -0.011
C -1.362 -2.634 4.253 -0.072
C -2.384 -1.727 4.350 -0.085
C -2.670 -0.797 3.337 -0.029
C -1.939 -0.768 2.149 -0.280
N -2.181 -0.017 1.073 0.024
C -2.993 1.118 0.909 -0.205
C -4.245 1.283 1.507 -0.059
C -4.954 2.465 1.329 -0.114
C -4.424 3.488 0.560 -0.067
C -3.195 3.328 -0.106 -0.192
C -2.610 4.344 -0.932 -0.082
C -1.419 4.061 -1.629 -0.126
C -0.821 2.838 -1.510 -0.161
N -1.333 1.851 -0.695 -0.056
C -2.508 2.099 0.031 -0.164
H 2.353 -3.812 1.801 0.107
H 1.787 -2.068 0.102 0.104
H 0.853 -4.108 3.752 0.117
H -1.153 -3.345 5.044 0.100
H -2.995 -1.718 5.247 0.101
H -3.463 -0.079 3.474 0.085
H -4.671 0.475 2.088 0.091
H -5.922 2.585 1.805 0.091
H -4.956 4.427 0.448 0.097
H -3.112 5.299 -1.032 0.088
H -0.952 4.800 -2.270 0.090
H 0.095 2.612 -2.034 0.068
C 0.337 -5.144 -1.421 -0.059
C 0.500 -4.130 -2.557 -0.358
C 0.605 -4.872 -3.893 -0.057
C 1.698 -3.189 -2.379 -0.130
C 2.953 -3.739 -2.138 -0.047
C 4.077 -2.932 -2.030 -0.076
C 3.953 -1.564 -2.207 -0.041
C 2.722 -0.963 -2.471 -0.124
C 2.721 0.557 -2.648 -0.348
C 1.831 1.100 -3.773 -0.060
C 2.425 1.213 -1.295 -0.059
C 1.585 -1.788 -2.510 -0.120
N 0.270 -1.258 -2.745 0.037
B -0.745 -0.784 -1.817 -0.454
N -1.980 -0.900 -2.551 0.062
C -1.691 -1.413 -3.823 -0.065
C -0.370 -1.604 -3.949 -0.087
C -3.341 -0.719 -2.123 -0.102
C -3.862 -1.577 -1.144 -0.127
C -5.183 -1.400 -0.746 -0.036
C -5.970 -0.399 -1.295 -0.070
C -5.451 0.414 -2.286 -0.032
C -4.139 0.265 -2.726 -0.120
C -3.651 1.126 -3.877 -0.362
C -4.197 0.594 -5.209 -0.064
C -4.050 2.592 -3.731 -0.060
C -3.067 -2.756 -0.603 -0.353
C -3.444 -3.139 0.829 -0.059
C -3.242 -3.959 -1.538 -0.048
H -0.571 -5.737 -1.579 0.070
H 0.247 -4.649 -0.455 0.068
H 1.181 -5.841 -1.371 0.073
H -0.408 -3.529 -2.583 0.103
H 1.457 -5.562 -3.884 0.079
H 0.745 -4.176 -4.723 0.068
H -0.305 -5.452 -4.084 0.082
H 3.055 -4.815 -2.033 0.108
H 5.048 -3.371 -1.829 0.100
H 4.834 -0.932 -2.154 0.113
H 3.745 0.822 -2.918 0.122
H 0.776 1.090 -3.513 0.056
H 1.956 0.516 -4.691 0.081
H 2.115 2.134 -3.991 0.082
H 1.468 0.846 -0.938 0.003
H 2.390 2.303 -1.340 0.089
H 3.160 0.917 -0.544 0.091
H -2.464 -1.590 -4.551 0.110
H 0.190 -1.970 -4.797 0.122
H -5.599 -2.043 0.023 0.106
H -6.987 -0.252 -0.946 0.102
H -6.074 1.187 -2.724 0.108
H -2.564 1.080 -3.900 0.124
H -5.284 0.723 -5.244 0.079
H -3.989 -0.468 -5.359 0.058
H -3.761 1.147 -6.047 0.079
H -5.125 2.725 -3.888 0.072
H -3.527 3.198 -4.473 0.083
H -3.799 2.977 -2.748 0.059
H -2.010 -2.488 -0.611 0.096
H -4.432 -3.610 0.870 0.077
H -3.455 -2.271 1.489 0.060
H -2.720 -3.860 1.225 0.087
H -4.295 -4.257 -1.569 0.084
H -2.652 -4.815 -1.189 0.065
H -2.928 -3.718 -2.558 0.073
B 2.051 2.237 3.728 -0.454
C 1.157 1.703 2.526 -0.219
N 0.534 1.314 1.637 0.072
H 1.791 1.578 4.719 -0.016
H 1.801 3.415 3.900 -0.016
H 3.215 2.079 3.391 -0.017

Entry 6:
7
Properties=species:S:1:pos:R:3:lowdin_charge:R:1 method="wB97M-V/def2-TZVPD" energy_ha=-966.4891 de_lowest_kcal_mol=5.4 charge=-1 orbital_gap_ev=8.789 smiles="O=S(=O)([O-])P"
O -0.967 0.664 1.321 -0.540
S 0.206 0.910 0.287 0.255
O 0.070 2.047 -0.636 -0.456
O 1.581 0.613 0.704 -0.476
P -0.200 -0.933 -0.990 0.607
H -1.238 -1.284 -0.130 -0.184
H 0.547 -2.016 -0.556 -0.205

Entry 7:
60
Properties=species:S:1:pos:R:3:lowdin_charge:R:1 method="wB97M-V/def2-TZVPD" energy_ha=-5500.9381 de_lowest_kcal_mol=7.1 charge=-1 orbital_gap_ev=7.160
Pt -1.375 1.107 0.782 1.070
O 5.112 -1.454 2.450 -0.059
C 4.647 -0.149 2.757 -0.206
C 3.213 -0.001 2.340 -0.192
C 2.551 1.196 2.571 -0.030
C 1.254 1.345 2.135 -0.135
N 0.573 0.371 1.505 0.016
C 1.196 -0.793 1.315 -0.202
C 2.516 -1.007 1.697 0.045
C 0.459 -1.911 0.666 -0.242
C 0.922 -2.430 -0.534 0.040
C 0.244 -3.490 -1.120 -0.209
C 0.696 -4.069 -2.431 -0.258
O 1.825 -4.931 -2.272 -0.055
C -0.853 -4.001 -0.444 -0.032
C -1.234 -3.422 0.759 -0.135
N -0.602 -2.394 1.311 0.140
H 6.041 -1.509 2.688 0.086
H 5.237 0.610 2.232 0.130
H 4.726 0.050 3.832 0.128
H 3.042 2.034 3.050 0.117
H 0.721 2.276 2.271 0.083
H 2.981 -1.962 1.504 0.124
H 1.773 -1.976 -1.028 0.140
H 1.012 -3.275 -3.106 0.060
H -0.133 -4.604 -2.906 0.098
H 1.652 -5.506 -1.519 0.083
H -1.428 -4.820 -0.861 0.114
H -2.098 -3.792 1.301 0.106
O -0.617 4.065 1.336 -0.360
S -1.761 3.612 2.117 0.407
O -2.211 4.511 3.139 -0.292
O -1.533 2.212 2.630 -0.456
O -2.984 3.427 1.113 -0.241
Cl 2.833 1.885 -0.833 0.544
C 1.921 3.342 -0.376 -0.992
Cl 2.855 4.367 0.726 0.524
H 0.996 3.060 0.125 -0.024
H 1.721 3.911 -1.276 0.031
Br -0.712 -2.444 -4.885 0.732
C -0.955 -1.382 -3.316 -0.692
C -1.949 -1.716 -2.415 -0.154
C -2.087 -0.966 -1.254 -0.121
C -1.267 0.130 -0.953 -0.317
C -0.316 0.457 -1.932 -0.142
C -0.136 -0.288 -3.091 -0.140
H -2.600 -2.560 -2.610 0.101
H -2.866 -1.247 -0.554 0.093
H 0.325 1.315 -1.781 0.048
H 0.631 -0.022 -3.808 0.097
C -2.526 3.155 -1.639 -0.087
O -3.491 2.429 -0.889 -0.153
C -3.092 2.101 0.403 -0.627
C -4.282 1.404 1.039 -0.053
H -2.075 2.500 -2.388 0.072
H -1.744 3.561 -0.997 0.070
H -3.034 3.981 -2.140 0.085
H -5.156 2.059 0.986 0.083
H -4.070 1.169 2.081 0.072
H -4.488 0.479 0.499 0.067